No. 1
An isolated molecule of CH2ClNO2S2 in a non-equilibrium geometry, computed with ωB97M-V with the def2-TZVPD basis set.

Computed properties:
SMILES: N=[S@@H](=O)OC(=S)Cl
Kohn-Sham gap: 9.07 eV
energy relative to the best compared isomer or geometry (same formula, charge and spin): 2.4447 eV
lowest unoccupied orbital energy: -0.0243 hartree

Cartesian coordinates (Å):
1 C 0.869 0.404 -1.130
2 N -1.029 -1.017 0.304
3 O -0.072 0.201 2.408
4 O 0.982 0.545 0.163
5 S -0.323 1.119 -1.923
6 S -0.430 0.104 1.026
7 Cl 2.266 -0.468 -1.757
8 H -0.969 -2.037 0.431
9 H -1.295 1.149 0.479


No. 2
A structure of composition C12H22ClGaN2NiO3 in a non-equilibrium geometry, computed with ωB97M-V with the def2-TZVPD basis set.

Computed properties:
net charge: -2
Kohn-Sham gap (alpha / beta): 3.88 / 5.06 eV
2S+1: 3
<S²>: 2.011
lowest unoccupied orbital energy (alpha / beta): 0.1825 / 0.1824 hartree

Cartesian coordinates (Å):
1 Ga 4.164 -0.764 -0.034
2 Cl 2.526 -0.630 -1.566
3 C 4.013 -2.642 0.501
4 C 5.563 0.175 -1.045
5 H 5.008 -2.960 0.802
6 H 3.327 -2.776 1.340
7 H 3.676 -3.263 -0.331
8 H 6.514 -0.211 -0.688
9 H 5.532 1.254 -0.886
10 H 5.475 -0.025 -2.115
11 Ni 1.549 0.515 0.110
12 C 0.864 2.360 -0.407
13 C 3.212 0.493 1.175
14 H 1.425 3.092 0.177
15 H 1.000 2.538 -1.486
16 H -0.209 2.414 -0.163
17 H 3.784 1.416 1.300
18 H 2.990 -0.048 2.104
19 C -3.034 2.333 0.413
20 C -3.420 0.899 0.739
21 C -2.589 -0.232 0.020
22 C -3.119 -1.643 0.456
23 C -3.081 -1.962 1.945
24 C -2.830 -0.122 -1.490
25 O -3.963 -0.190 -1.959
26 N -1.775 0.057 -2.345
27 C -0.437 0.188 -1.980
28 O 0.401 0.410 -2.839
29 N -0.157 0.074 -0.618
30 C -1.094 -0.099 0.346
31 O -0.725 -0.111 1.528
32 H -2.050 2.563 0.833
33 H -3.746 3.010 0.901
34 H -3.054 2.527 -0.666
35 H -3.335 0.777 1.827
36 H -4.478 0.750 0.469
37 H -4.168 -1.719 0.125
38 H -2.548 -2.409 -0.095
39 H -3.693 -1.262 2.522
40 H -3.498 -2.961 2.096
41 H -2.058 -1.959 2.331
42 H -1.964 0.144 -3.348


no.,E (eV)
1,-40844.200
2,-127865.744